Entry from OMol25: a structure of composition C10H16MnN9O4S (ωB97M-V/def2-TZVPD).

```
! RIJCOSX wB97M-V def2-TZVPD def2/J DEFGRID3
* xyz 3 4
Mn 0.599 -0.077 -0.273
N 2.512 0.222 0.509
N 2.875 1.579 0.491
C 1.941 2.497 0.193
N 2.265 3.764 0.219
N 0.731 1.946 -0.151
N -0.361 2.783 -0.314
O -1.403 2.210 -0.632
O -0.277 3.966 -0.155
H 2.647 -0.156 1.449
H 3.114 -0.327 -0.113
H 3.827 1.826 0.723
H 3.195 4.055 0.490
H 1.574 4.478 0.042
C -3.906 1.936 -1.957
N -3.454 0.632 -2.479
C -3.940 0.113 -3.657
C -3.449 -1.142 -3.797
N -2.654 -1.365 -2.705
C -2.659 -0.282 -1.914
S -1.830 -0.204 -0.346
H -4.811 2.203 -2.494
H -3.144 2.690 -2.120
H -4.131 1.846 -0.898
H -4.605 0.681 -4.286
H -3.600 -1.885 -4.563
H -2.202 -2.242 -2.496
C -2.356 -4.431 0.747
N -1.031 -3.876 0.388
C 0.113 -4.675 0.443
C 1.329 -4.211 0.126
C 1.473 -2.835 -0.283
O 2.471 -2.262 -0.671
N 0.297 -2.043 -0.180
C -0.866 -2.599 0.072
O -1.995 -1.863 -0.005
H -2.287 -5.513 0.721
H -3.106 -4.108 0.031
H -2.637 -4.105 1.746
H -0.065 -5.697 0.746
H 2.195 -4.857 0.149
*
```

Results
* E_HOMO (alpha / beta): -18.7 / -18.7 eV
* LUMO energy (alpha / beta): -0.3726 / -0.3742 Eh